Here is an isolated molecule of C4H7ClO2Si from OMol25. Energies are from the ωB97M-V functional and the def2-TZVPD basis.

CARTESIAN COORDINATES (ANGSTROEM)
C: 3.4515 -1.8271 -1.7179
C: 2.5378 -1.7610 -0.9109
C: -2.5332 -0.6842 1.2193
C: 0.8089 1.7219 -1.2621
O: -1.1067 -0.4757 1.5195
O: -0.0758 1.0534 -0.3695
Si: 0.2379 -0.0428 0.7515
Cl: 0.9909 -1.8529 0.0409
H: -2.8297 -1.8009 1.1359
H: -2.6897 -0.0946 0.3151
H: -3.1067 -0.3208 2.1191
H: 0.2909 2.5843 -1.7092
H: 0.9906 0.9968 -2.1213
H: 1.6917 2.0858 -0.6316
H: 1.3416 0.4178 1.6212

Properties
Total energy, Ha: -1056.6107
Frontier orbital gap (alpha / beta), eV: 8.99 / 8.99



Here is a structure of composition C4H11MgO7PS2 from OMol25. Energies are from the ωB97M-V functional and the def2-TZVPD basis.

CARTESIAN COORDINATES (ANGSTROEM)
C: -2.6068 1.1643 1.6571
P: -2.2039 -0.5210 1.1997
O: -2.0777 -0.3855 -0.5067
O: -0.5267 -0.3966 1.4681
S: 0.2344 -1.7877 1.8797
O: 0.1637 -2.5412 0.5925
O: 1.7321 -1.1265 1.9370
C: 2.3587 -1.2060 0.6631
C: 1.5155 -0.4802 -0.3757
C: 1.3931 1.0384 -0.4923
S: 0.4448 1.2652 -2.0385
O: 1.0070 2.2329 -2.9170
O: 0.1866 -0.1309 -2.5371
O: -0.9451 1.7649 -1.5491
H: -1.7492 1.8542 1.6653
H: -3.0741 1.1187 2.6506
H: -3.3639 1.5235 0.9389
H: -2.5612 -1.1502 -0.8516
H: 2.4526 -2.2660 0.3977
H: 3.3749 -0.7884 0.6873
H: 0.5006 -0.8164 -0.2572
H: 1.9308 -0.7847 -1.3489
H: 2.4133 1.4467 -0.4933
H: 0.7827 1.5225 0.2844
H: -1.4811 1.1016 -1.0728
Mg: 0.0988 -1.6518 -1.5812

Properties
Charge: +2
Total energy, Ha: -2022.8886
Frontier orbital gap, eV: 8.13



Here is a structure of composition C45H51BBrN11S4W from OMol25. Energies are from the ωB97M-V functional and the def2-TZVPD basis.

CARTESIAN COORDINATES (ANGSTROEM)
W: 1.4460 1.9505 -0.9232
C: 3.5933 -1.3177 1.9748
C: 2.1518 -1.7169 1.9394
C: 1.6900 -2.9045 2.4456
C: 0.3067 -3.1941 2.4875
N: -0.5527 -2.4026 1.8765
N: -0.0935 -1.2737 1.3200
B: -1.1665 -0.5790 0.4797
N: -1.4831 0.8850 0.7444
N: -2.3840 0.0019 1.2151
C: -3.5277 0.3463 1.7603
C: -3.7265 1.7546 1.8547
C: -2.8429 2.6748 1.3563
C: -3.1106 4.1412 1.4106
C: -1.6370 2.1898 0.7240
S: -0.5359 3.2658 -0.0408
C: -4.4883 -0.6953 2.2643
C: -4.1797 -0.8593 3.7688
C: -4.2650 -2.0175 1.5289
C: -5.9343 -0.2190 2.0730
N: -1.3502 -1.1471 -0.9213
N: -1.7279 -2.4353 -0.8346
C: -2.0051 -3.0791 -1.9447
C: -1.8925 -2.4250 -3.1955
C: -1.4797 -1.1253 -3.2869
C: -1.3289 -0.4244 -4.5992
C: -1.1842 -0.4750 -2.0641
S: -0.8022 1.2286 -2.0602
C: -2.4395 -4.5272 -1.8730
C: -1.4288 -5.3671 -2.6732
C: -3.8376 -4.6464 -2.5017
C: -2.4819 -5.0167 -0.4302
C: 1.1720 -0.8595 1.4055
S: 1.5374 0.8524 1.1959
C: -0.2072 -4.4073 3.2350
C: 0.3372 -4.3463 4.6739
C: 0.3252 -5.6684 2.5339
C: -1.7329 -4.4305 3.2787
H: 4.2162 -2.1607 2.2645
H: 3.9181 -0.9614 0.9961
H: 3.7513 -0.5157 2.6991
H: 2.3898 -3.6145 2.8676
H: -4.6408 2.1030 2.3150
H: -4.0444 4.3496 1.9258
H: -2.3022 4.6643 1.9252
H: -3.1721 4.5514 0.3996
H: -3.1643 -1.2278 3.9280
H: -4.3081 0.0758 4.3163
H: -4.8769 -1.5858 4.1858
H: -3.2485 -2.3942 1.6513
H: -4.9473 -2.7631 1.9357
H: -4.4821 -1.9169 0.4623
H: -6.1804 0.6422 2.6940
H: -6.1512 0.0183 1.0301
H: -6.6031 -1.0238 2.3752
H: -2.1226 -2.9777 -4.0972
H: -1.5699 -1.0960 -5.4196
H: -1.9859 0.4441 -4.6603
H: -0.3030 -0.0742 -4.7216
H: -1.3859 -5.0785 -3.7244
H: -0.4249 -5.2917 -2.2505
H: -1.7305 -6.4135 -2.6394
H: -3.8514 -4.3591 -3.5539
H: -4.1615 -5.6854 -2.4489
H: -4.5698 -4.0399 -1.9653
H: -1.5028 -4.9331 0.0424
H: -3.2018 -4.4525 0.1648
H: -2.7796 -6.0646 -0.4173
H: 1.4258 -4.3984 4.7159
H: 0.0096 -3.4409 5.1884
H: -0.0446 -5.2018 5.2301
H: 1.4159 -5.7040 2.5169
H: -0.0180 -6.5477 3.0783
H: -0.0401 -5.7442 1.5089
H: -2.1292 -3.5518 3.7916
H: -2.1691 -4.4783 2.2824
H: -2.0542 -5.3112 3.8332
C: 1.4843 6.3678 -4.6390
C: 1.5125 5.0081 -4.0158
C: 1.5896 3.8426 -4.8268
C: 1.5870 2.5645 -4.3037
C: 1.5210 2.5126 -2.9211
Br: 1.8798 -0.4592 -1.7036
N: 1.4604 3.5776 -2.1801
C: 1.4479 4.8440 -2.6473
H: 2.2164 6.4423 -5.4423
H: 1.6813 7.1509 -3.9102
H: 0.5013 6.5535 -5.0780
H: 1.6533 3.9750 -5.9012
H: 1.6441 1.6820 -4.9243
H: 1.3893 5.6618 -1.9421
S: 7.9461 5.8119 0.6957
N: 6.5267 5.8313 1.4453
C: 5.7544 4.9559 0.8167
C: 4.3876 4.6389 1.1604
C: 3.7416 5.1897 2.2703
C: 2.4623 4.7736 2.5493
C: 1.8363 3.8781 1.6947
N: 2.4081 3.3765 0.5913
C: 3.7071 3.7167 0.3599
C: 4.3771 3.0356 -0.7220
N: 3.6585 2.0927 -1.3850
C: 4.2581 1.4562 -2.4004
C: 5.5733 1.6883 -2.7748
C: 6.3157 2.6232 -2.0921
C: 5.7071 3.3183 -1.0444
C: 6.3960 4.3162 -0.2603
N: 7.6482 4.7140 -0.4372
H: 4.2653 5.9039 2.8936
H: 1.9259 5.1340 3.4156
H: 0.8310 3.5633 1.9126
H: 3.6735 0.7282 -2.9362
H: 5.9905 1.1249 -3.5975
H: 7.3476 2.8345 -2.3444

Properties
Charge: +4
Total energy, Ha: -6605.2473
Frontier orbital gap, eV: 5.67



Here is a cluster of 8 separate species, C26H73N5O8 in total from OMol25. Energies are from the ωB97M-V functional and the def2-TZVPD basis.

CARTESIAN COORDINATES (ANGSTROEM)
C: 2.8797 1.7310 2.6540
O: 2.8262 1.4045 4.0555
C: 1.6675 2.0356 4.6727
C: 0.3114 1.5254 4.0361
C: -0.9690 2.1582 4.5529
N: 0.2467 0.1488 4.2358
H: 2.7897 2.7975 2.4477
H: 2.1329 1.1475 2.1157
H: 3.8401 1.4306 2.2350
H: 1.7090 1.9187 5.7556
H: 1.6161 3.1194 4.5685
H: 0.2274 1.7960 2.9836
H: -1.1512 1.8122 5.5703
H: -1.8455 1.9729 3.9320
H: -0.7937 3.2339 4.5699
H: 0.8575 -0.4280 3.6752
H: 0.4101 -0.0464 5.2132
C: 2.0055 3.5085 -3.5160
O: 0.6994 2.8368 -3.5157
C: 0.5161 1.9574 -4.6670
C: -1.0277 1.8061 -5.0585
C: -1.9598 1.2822 -3.9952
N: -1.1234 0.7290 -6.1313
H: 2.0620 4.0590 -4.4551
H: 2.8059 2.7721 -3.4433
H: 2.0860 4.0360 -2.5656
H: 1.0846 2.3256 -5.5210
H: 0.9525 0.9690 -4.5229
H: -1.4682 2.7375 -5.4144
H: -2.9899 1.0767 -4.2864
H: -2.1776 2.0449 -3.2476
H: -1.5801 0.3502 -3.5765
H: -2.0427 0.6451 -6.5412
H: -0.8681 -0.1602 -5.7262
C: -4.4335 5.5032 2.9102
O: -4.3235 4.1561 2.6099
C: -3.2029 3.9291 1.8273
C: -3.2733 2.4783 1.4200
C: -2.2083 2.1837 0.4435
N: -4.5149 2.1200 0.6837
H: -4.9648 5.4965 3.8620
H: -4.7044 6.1788 2.0989
H: -3.5480 5.9441 3.3680
H: -3.1953 4.5043 0.9015
H: -2.2660 3.9589 2.3835
H: -3.2165 1.9563 2.3752
H: -2.2541 1.1569 0.0807
H: -1.2684 2.0030 0.9652
H: -2.2390 2.8398 -0.4263
H: -4.3279 1.1372 0.5445
H: -5.2024 2.2571 1.4108
C: 2.8607 -4.0588 -0.1607
O: 3.8443 -5.0557 -0.1009
C: 4.0163 -5.5150 1.1939
C: 4.6398 -6.8577 1.3066
C: 4.8129 -7.2684 2.7571
N: 5.8624 -6.9390 0.5982
H: 2.6890 -3.5685 -1.1190
H: 3.3424 -3.2795 0.4298
H: 1.8516 -4.3824 0.0944
H: 4.6130 -4.7725 1.7237
H: 3.0206 -5.6468 1.6175
H: 4.0269 -7.5536 0.7337
H: 4.9507 -8.3395 2.9052
H: 3.9143 -6.9803 3.3027
H: 5.6507 -6.7318 3.2023
H: 5.6846 -6.4142 -0.2463
H: 6.4977 -6.3691 1.1383
C: -2.1698 -4.4852 1.2809
O: -2.2467 -3.1059 1.2200
C: -3.5411 -2.6278 0.7662
C: -3.7828 -2.8566 -0.7660
C: -2.8823 -1.9061 -1.5220
N: -5.1711 -2.5679 -1.1047
H: -1.2105 -4.8151 1.6798
H: -2.1852 -4.9197 0.2814
H: -2.9895 -4.8613 1.8930
H: -4.2989 -3.1475 1.3525
H: -3.7845 -1.6075 1.0625
H: -3.6938 -3.9193 -0.9915
H: -2.9125 -2.1518 -2.5835
H: -1.8514 -1.9907 -1.1780
H: -3.2617 -0.8868 -1.4506
H: -5.1759 -1.6030 -0.8064
H: -5.7141 -2.9564 -0.3469
C: 0.1293 -3.3383 -3.4691
C: 1.0845 -2.2045 -3.7221
O: 2.2655 -2.7153 -4.1595
H: 0.5947 -4.0326 -2.7696
H: 0.0344 -3.8362 -4.4340
H: -0.8705 -3.0145 -3.1796
H: 1.0693 -1.7095 -2.7511
H: 0.5904 -1.5567 -4.4461
H: 2.8824 -1.9901 -4.0368
C: 0.8400 -0.5402 0.1933
C: 0.7536 0.4922 -0.9344
O: 1.0569 1.7195 -0.3359
H: 0.2691 -0.3554 1.1033
H: 1.8606 -0.7835 0.4890
H: 0.4239 -1.4567 -0.2248
H: -0.2780 0.4728 -1.2858
H: 1.3788 0.1869 -1.7734
H: 0.7849 2.3826 -0.9746
C: 1.3228 4.9829 0.0837
C: 1.7627 6.4820 0.2012
O: 2.3250 6.9182 -0.9817
H: 0.7001 4.8070 -0.7935
H: 0.5892 4.7632 0.8594
H: 2.1983 4.3336 0.0836
H: 2.5263 6.6554 0.9595
H: 0.9673 7.1631 0.5041
H: 2.7464 7.7783 -0.9159

Properties
SMILES: COC[C@H](C)N.COC[C@H](C)N.COC[C@H](C)N.COC[C@H](C)N.COC[C@H](C)N.CCO.CCO.CCO
Total energy, Ha: -1909.8406
Frontier orbital gap, eV: 9.25



Summary of ΔE to the lowest compared entry with this formula, charge and spin in kcal per mole
86.7 0.0 17.7 86.4
(order as listed above)